Here is a molecular structure, C29H52N7OPb in a non-equilibrium geometry from the Open Molecules 2025 dataset. Energies are from ωB97M-V with the def2-TZVPD basis set.

- HOMO (spin up / spin down) (eV) = -5.9 / -7.7
- net charge = 0
- 2S+1 = 2

Last column: Löwdin charge in e.
Geometry (Å):
Pb 2.109 -0.838 4.638  0.87
O 1.124 -0.490 2.324  -0.61
N 3.998 4.962 -0.281  0.15
N 3.704 1.018 -1.259  0.19
N -2.887 2.291 -4.510  0.14
N -4.946 -4.991 -1.718  0.14
N -4.280 -0.859 -2.545  0.16
N 0.645 -3.158 4.693  0.05
N 4.025 0.596 3.357  0.03
C -0.088 0.116 -2.634  -0.09
C 1.216 3.394 3.096  -0.11
C 2.621 3.829 2.696  -0.25
C -3.608 1.614 -0.041  -0.23
C 5.241 -1.841 0.030  -0.24
C 0.316 4.214 -1.132  -0.09
C -0.466 -3.317 4.986  -0.20
C -2.756 -3.553 4.220  -0.27
C -1.570 -3.950 -2.353  -0.23
C -1.797 -3.086 -1.114  -0.11
C -1.856 -3.446 5.391  -0.19
C -4.010 -4.603 -2.312  -0.24
C 6.314 -0.847 0.464  -0.10
C -2.120 1.440 -4.702  -0.23
C 3.836 -1.252 0.008  -0.18
C 2.695 3.840 -2.283  -0.17
C -4.434 0.156 -1.953  -0.19
C -2.398 -2.637 3.085  -0.11
C 0.175 -0.205 1.342  -0.32
C 3.723 0.038 -0.671  -0.21
C -1.165 0.360 -4.995  -0.17
C 3.399 2.763 1.964  -0.19
C -3.965 0.619 1.032  -0.12
C -2.909 -4.102 -3.110  -0.20
C 3.412 4.448 -1.135  -0.23
C 3.764 1.552 2.729  -0.18
C -0.880 -0.565 -3.777  -0.24
C 1.251 3.328 -1.942  -0.26
C -4.589 1.444 -1.262  -0.18
H 2.745 4.633 -3.029  0.11
H 3.404 -1.140 1.003  0.10
H -1.949 -4.264 6.105  0.13
H 1.171 2.576 3.815  0.05
H -3.093 -2.607 2.246  0.07
H -3.798 -0.373 0.611  0.07
H -0.785 -3.547 -2.993  0.09
H -4.457 2.234 -2.001  0.10
H -3.762 2.654 0.248  0.11
H -1.445 -2.865 2.606  0.08
H -2.445 -3.505 -0.344  0.07
H -3.781 -3.436 4.572  0.12
H 0.938 0.304 -2.951  0.07
H -1.154 -4.920 -2.079  0.11
H 1.378 2.509 -1.233  0.07
H -0.565 3.611 -0.911  0.06
H -2.602 -4.542 3.790  0.12
H 2.884 2.484 1.045  0.09
H -1.639 -0.173 -5.819  0.12
H 6.439 -0.025 -0.241  0.07
H 3.144 -1.813 -0.618  0.12
H -0.301 -1.405 -4.160  0.10
H -2.053 -2.069 -1.410  0.04
H 5.966 -0.402 1.396  0.05
H -5.631 1.547 -0.959  0.12
H 0.052 -1.045 0.659  0.03
H -2.071 -2.520 5.925  0.13
H -2.595 1.393 -0.376  0.10
H 7.218 -1.338 0.824  0.07
H -0.026 5.082 -1.694  0.08
H 0.789 4.447 -0.178  0.06
H -3.171 -3.125 -3.516  0.09
H -0.866 -2.902 -0.579  0.06
H 0.597 3.016 2.282  0.06
H -0.581 1.043 -2.341  0.06
H 0.472 0.628 0.705  0.04
H -0.071 -0.508 -1.740  0.05
H 4.382 3.161 1.711  0.11
H -0.851 -0.048 1.677  0.04
H 3.389 3.064 -2.606  0.08
H -0.231 0.795 -5.352  0.12
H 3.135 4.068 3.627  0.11
H 2.467 4.725 2.094  0.10
H -3.435 0.732 1.978  0.07
H -2.405 -1.617 3.468  0.08
H -4.990 0.714 1.390  0.08
H 5.231 -2.698 0.704  0.11
H 5.405 -2.175 -0.995  0.11
H -1.784 -1.031 -3.384  0.06
H -2.935 -4.741 -3.993  0.12
H 0.665 4.241 3.506  0.07
H 0.759 2.894 -2.812  0.09

---

Here is 8 unconnected molecules or ions with the total composition C29H52N8O2Si2 in a non-equilibrium geometry from the Open Molecules 2025 dataset. Energies are from ωB97M-V with the def2-TZVPD basis set.

- HOMO (eV) = -9.1
- net charge = 0

Last column: Löwdin charge in e.
Geometry (Å):
Si 0.943 1.192 -0.399  0.54
Si 2.051 3.401 0.827  0.53
O 1.290 1.928 1.095  -0.32
O 2.582 4.084 3.440  -0.20
N -5.328 -4.461 -1.380  0.12
N -6.172 -7.004 -6.031  0.13
N 7.124 5.252 8.543  0.13
N 1.301 5.952 -1.503  0.08
N -8.273 -4.742 -9.230  0.14
N 0.969 -5.226 -4.091  0.12
N -3.066 -2.437 -1.112  0.15
N 6.339 2.484 0.301  0.15
C -1.360 -5.089 -2.914  -0.08
C 5.291 4.856 10.363  -0.07
C -6.678 -5.978 -6.138  -0.28
C -2.650 0.877 2.931  -0.15
C 1.870 -1.186 -1.763  -0.26
C 3.257 3.859 2.202  -0.27
C 0.721 4.731 0.530  -0.23
C -7.320 -4.671 -6.277  -0.07
C 2.254 -0.157 -0.647  -0.40
C -1.255 0.090 1.064  -0.24
C -5.152 -2.997 0.357  -0.14
C 7.040 1.240 2.488  -0.06
C 6.318 5.077 9.343  -0.27
C 3.188 5.106 4.212  -0.26
C -3.988 -2.693 -0.475  -0.31
C 1.401 5.844 -0.241  -0.35
C -5.761 -6.675 -2.701  -0.05
C -5.518 -5.436 -1.962  -0.16
C 5.163 5.793 5.656  -0.10
C 6.647 1.937 1.263  -0.28
C -8.569 -7.311 -9.595  -0.06
C -2.651 0.687 1.461  -0.20
C 2.681 -1.035 -3.080  -0.11
C -0.055 -5.166 -3.574  -0.28
C -2.579 0.936 4.135  0.09
C -0.811 0.496 -0.384  -0.24
C 4.330 4.595 5.102  -0.23
C -8.405 -5.871 -9.392  -0.26
C 3.682 0.460 -0.797  -0.14
H -0.871 -0.419 -0.994  0.04
H -5.430 -6.564 -3.731  0.04
H 2.844 3.338 -0.417  0.02
H -5.004 -3.923 0.904  0.08
H 8.082 1.457 2.720  0.08
H -7.607 -7.762 -9.830  0.09
H 5.629 5.539 6.619  0.02
H 4.432 -0.223 -1.204  0.07
H -8.359 -4.733 -5.958  0.09
H 5.671 5.149 11.340  0.08
H 3.741 -1.261 -2.938  0.06
H -1.298 -1.004 1.148  0.10
H 3.979 0.796 0.207  0.05
H 3.893 4.032 5.938  0.10
H 6.415 1.568 3.317  0.07
H -2.752 1.649 0.947  0.11
H -1.758 -4.079 -2.991  0.06
H -0.559 0.431 1.841  0.08
H 2.091 -2.192 -1.377  0.10
H -2.226 0.796 5.137  0.02
H -6.803 -3.934 -5.663  0.08
H 6.921 0.166 2.356  0.08
H -5.273 -2.181 1.085  0.08
H 5.953 5.973 4.915  0.07
H -2.054 -5.784 -3.386  0.07
H 2.273 -0.718 0.306  0.10
H -6.824 -6.908 -2.694  0.09
H -3.443 -0.010 1.159  0.10
H 3.833 4.735 1.850  0.09
H 3.995 3.043 2.322  0.07
H 4.513 6.676 5.733  0.07
H 5.019 3.922 4.576  0.10
H 3.626 1.363 -1.419  0.06
H 3.576 5.937 3.596  0.12
H 1.060 2.179 -1.497  0.02
H 2.513 -0.047 -3.528  0.08
H 4.408 5.449 10.131  0.08
H -7.288 -4.356 -7.319  0.03
H 0.809 -1.173 -2.041  0.08
H 1.851 6.769 -1.778  0.04
H -5.214 -7.495 -2.239  0.09
H 0.298 5.112 1.470  0.08
H -0.114 4.317 -0.053  0.08
H 1.994 6.538 0.382  0.11
H 2.248 -1.761 -3.783  0.07
H -1.258 -5.348 -1.861  0.08
H 2.407 5.531 4.860  0.13
H -1.532 1.184 -0.851  0.07
H 5.016 3.803 10.388  0.08
H -9.259 -7.492 -10.418  0.08
H -6.054 -3.059 -0.217  0.05
H -8.965 -7.769 -8.690  0.08

---

Here is 4 unconnected molecules or ions with the total composition C29H52NO13P in a non-equilibrium geometry from the Open Molecules 2025 dataset. Energies are from ωB97M-V with the def2-TZVPD basis set.

- HOMO (eV) = -8.6
- net charge = 0

Last column: Löwdin charge in e.
Geometry (Å):
P 4.680 -0.963 -0.443  0.91
O -4.616 -7.383 -2.688  -0.21
O -4.252 -6.926 0.333  -0.12
O 6.965 4.654 5.329  -0.13
O -5.289 4.441 -0.439  -0.21
O -3.998 4.683 -3.129  -0.20
O 6.497 5.192 2.336  -0.21
O 4.980 0.240 0.785  -0.37
O 4.016 -3.945 -1.828  -0.01
O -2.170 -1.484 2.643  -0.08
O 2.049 -1.559 2.102  0.00
O -3.132 2.419 -1.289  -0.15
O 4.864 3.119 3.751  -0.21
O -3.499 -4.787 -1.697  -0.20
N 3.609 -2.275 0.135  -0.19
C -2.635 -5.288 -0.682  -0.19
C 6.362 -1.857 -0.819  -0.29
C -1.668 -1.558 1.405  -0.13
C -5.418 -6.726 -0.478  -0.17
C 1.923 -2.404 -1.824  -0.02
C 6.208 6.534 1.980  -0.11
C 1.236 -2.495 -3.309  0.02
C -0.266 -1.779 -3.485  -0.02
C -0.913 -0.305 0.620  -0.10
C 4.621 3.817 4.968  -0.19
C 3.327 -2.982 -1.207  -0.32
C -0.164 -1.014 -0.693  -0.08
C 7.650 4.106 4.193  -0.17
C 7.764 5.023 2.972  -0.18
C -5.576 -7.673 -1.671  -0.18
C 2.303 -1.824 0.819  -0.24
C 5.003 1.711 3.918  -0.10
C -4.085 -3.528 -1.379  -0.10
C 1.312 -1.694 -0.479  0.01
C -2.978 -6.728 -0.295  -0.17
C -4.169 2.391 -2.278  -0.17
C -3.969 3.305 -3.490  -0.19
C 5.583 4.992 5.158  -0.17
C -2.882 5.423 -3.616  -0.10
C -4.186 4.003 0.355  -0.18
C -0.940 -1.047 -2.151  0.00
C -2.991 3.623 -0.523  -0.17
C -3.985 -8.533 -3.226  -0.11
C -6.535 3.893 -0.040  -0.11
H -2.654 -4.655 0.213  0.10
H 5.591 1.332 3.080  0.07
H 4.683 3.151 5.836  0.12
H -3.078 5.757 -4.631  0.08
H -1.752 0.449 0.271  0.12
H -6.444 2.850 0.277  0.08
H -2.137 3.444 0.141  0.12
H -2.858 -7.413 -1.133  0.10
H -2.238 -7.052 0.448  0.13
H 6.645 6.764 1.004  0.09
H -4.598 -8.953 -4.029  0.09
H -5.497 -8.712 -1.327  0.12
H -2.020 -0.570 -2.305  0.10
H -5.009 -3.435 -1.954  0.09
H 8.194 5.986 3.276  0.12
H 4.022 1.242 3.909  0.09
H -3.906 4.840 1.002  0.13
H -2.692 4.448 -1.170  0.11
H 5.295 5.504 6.085  0.13
H 6.592 -2.608 0.078  0.07
H 8.666 3.896 4.544  0.13
H 5.470 5.740 4.374  0.10
H -7.204 3.920 -0.904  0.09
H -4.459 3.151 0.991  0.12
H 3.597 4.205 4.916  0.12
H -3.406 -2.727 -1.659  0.06
H -1.744 -2.623 0.874  0.12
H -3.789 -9.291 -2.461  0.08
H 4.951 1.169 0.364  0.08
H 5.122 6.637 1.914  0.09
H 1.800 -3.052 -4.170  0.10
H 7.239 -1.110 -1.028  0.05
H -4.344 -3.460 -0.316  0.09
H 6.563 7.245 2.732  0.08
H -1.617 -5.265 -1.087  0.13
H 7.223 3.139 3.928  0.11
H 8.432 4.563 2.237  0.12
H -2.752 6.294 -2.969  0.09
H -5.490 -5.682 -0.784  0.10
H 5.541 1.465 4.841  0.09
H -4.186 1.359 -2.648  0.12
H -6.566 -7.530 -2.116  0.12
H -0.792 -1.848 -4.536  0.09
H -3.034 3.040 -3.997  0.12
H -5.141 2.543 -1.812  0.11
H -4.791 3.141 -4.194  0.13
H 6.247 -2.549 -1.782  0.06
H -3.023 -8.224 -3.641  0.09
H -6.969 4.498 0.761  0.09
H -6.268 -6.897 0.193  0.13
H -1.957 4.836 -3.574  0.09
H -0.096 0.235 1.300  0.14

---

Here is 7 unconnected molecules or ions with the total composition C29H53BCl12O6 in a non-equilibrium geometry from the Open Molecules 2025 dataset. Energies are from ωB97M-V with the def2-TZVPD basis set.

- HOMO (eV) = -9.5
- net charge = 0

Last column: Löwdin charge in e.
Geometry (Å):
Cl -1.646 1.887 0.061  0.60
Cl 11.552 3.100 1.224  0.54
Cl 8.170 3.527 1.277  0.61
Cl 7.270 -0.495 0.584  0.54
Cl -1.352 3.893 4.044  0.54
Cl 6.969 5.197 -2.479  0.57
Cl -3.401 3.589 -2.305  0.56
Cl 5.431 1.113 -1.791  0.54
Cl 5.966 8.366 -1.761  0.55
Cl 2.787 -2.201 1.653  0.60
Cl -0.433 0.705 3.304  0.57
Cl 2.819 -5.339 0.342  0.54
O -3.482 -2.705 3.416  -0.16
O -7.884 0.065 -2.706  0.15
O -5.034 -0.870 0.626  0.05
O -5.155 0.665 -1.203  0.14
O -8.650 -2.038 -2.254  0.14
O -8.724 -4.023 -1.093  0.16
C -1.690 -2.300 1.838  -0.17
C 4.985 0.861 -0.082  -0.66
C -3.846 3.365 -0.594  -0.66
C -2.758 -3.251 2.337  -0.23
C -4.956 0.150 1.601  -0.04
C -0.486 -1.531 -2.550  -0.18
C 0.155 3.071 4.532  -0.66
C 3.973 -4.023 0.002  -0.66
C -0.111 -0.996 -1.174  -0.22
C -4.243 -3.387 -1.370  -0.19
C 0.004 -2.079 -0.100  -0.21
C -2.628 -2.827 -3.195  -0.19
C -5.657 -3.766 -0.903  -0.10
C 0.641 2.111 3.478  -0.66
C -7.796 -0.960 -2.048  -0.34
C 8.000 6.647 -2.363  -0.65
C 4.225 -3.161 1.210  -0.64
C 10.432 2.971 -0.156  -0.65
C -4.869 -2.882 3.335  -0.12
C -6.667 -2.759 -1.278  -0.07
C -8.086 -3.118 -1.608  -0.34
C 9.286 3.942 -0.051  -0.66
C -1.404 -2.539 0.356  -0.18
C -2.642 3.345 0.310  -0.64
C -1.990 -1.482 -2.867  -0.19
C 7.511 7.607 -1.310  -0.67
C -6.633 -1.429 -1.239  0.08
C -4.114 -2.906 -2.802  -0.18
C 6.186 0.906 0.826  -0.68
B -5.527 -0.520 -0.597  -0.60
H 0.541 -1.700 0.760  0.02
H 5.025 -2.454 0.998  0.03
H 4.905 -4.489 -0.314  0.07
H 8.698 3.923 -0.968  0.01
H -2.009 4.214 0.152  0.07
H -5.940 1.218 -1.299  0.12
H -0.070 -2.525 -2.684  0.11
H 7.374 7.109 -0.353  0.07
H 6.777 1.809 0.669  -0.04
H -2.101 -3.594 -2.631  0.10
H -5.617 -3.989 0.157  0.12
H -2.117 -1.939 -0.192  0.08
H 4.457 -0.087 -0.008  0.04
H -0.031 2.564 5.475  0.07
H -3.393 -3.567 1.512  0.10
H 11.007 3.185 -1.055  0.07
H -2.112 -1.303 1.933  0.08
H 4.294 1.659 0.187  0.08
H -5.190 -3.807 3.814  0.09
H -3.896 -2.589 -0.717  0.08
H -3.934 0.489 1.758  0.08
H -0.803 -2.323 2.460  0.10
H -2.120 -0.841 -3.732  0.11
H 0.824 -0.446 -1.183  0.10
H -5.535 1.034 1.352  0.09
H -4.574 -3.585 -3.517  0.12
H -3.597 -4.240 -1.211  0.12
H -2.251 -4.153 2.687  0.13
H 10.077 1.945 -0.208  0.07
H 9.638 4.958 0.115  0.06
H 3.580 -3.439 -0.827  0.07
H -5.904 -4.692 -1.419  0.13
H -4.564 -1.938 -2.980  0.11
H 5.862 0.879 1.866  0.08
H -2.960 3.336 1.352  0.05
H 0.717 2.595 2.507  0.06
H 1.624 1.730 3.753  0.07
H 9.003 6.306 -2.110  0.06
H 0.500 -2.940 -0.533  0.09
H 4.512 -3.755 2.074  0.07
H 8.236 8.410 -1.184  0.07
H -4.416 2.442 -0.519  0.02
H -2.503 -3.090 -4.236  0.11
H -5.321 -0.209 2.553  0.08
H -2.509 -0.973 -2.059  0.09
H -4.491 4.200 -0.321  0.08
H 0.013 -0.895 -3.272  0.10
H 8.033 7.112 -3.345  0.07
H -5.359 -2.072 3.863  0.08
H 0.900 3.847 4.695  0.07
H -1.556 -3.586 0.121  0.11
H -0.861 -0.300 -0.815  0.02
H -5.234 -2.888 2.311  0.07

---

| no. | electronic energy (hartree) |
| --- | --- |
| 1 | -1787.424068 |
| 2 | -2303.594186 |
| 3 | -2509.752442 |
| 4 | -7135.462681 |